[1]
C23H27MoOS4Sb2 as an isolated structure. Source: the OMol25 dataset; level of theory: ωB97M-V with the def2-TZVPD basis set.

```
58
Properties=species:S:1:pos:R:3:forces:R:3
Mo -0.4727 0.6500 1.6291 0.05 3.44 0.58
S -2.5569 1.6541 -1.7806 -0.07 0.37 0.39
Sb -3.3213 2.4295 0.3931 0.41 -1.07 -0.36
S -2.7872 0.2147 1.3271 -0.17 -0.20 0.18
S -1.1114 2.9463 1.3398 1.35 -1.82 0.15
C -2.3531 -0.1769 5.1899 0.30 0.02 0.06
S -0.9696 0.9973 5.1027 -1.75 0.23 0.34
C -1.9248 2.5173 4.8356 0.31 -0.19 -0.01
O -0.4073 0.6739 3.7207 0.53 -0.41 -1.62
H -3.0296 0.0908 5.9942 -0.01 0.15 0.17
H -1.9356 -1.1613 5.3895 0.10 0.01 0.04
H -2.8726 -0.1816 4.2300 0.11 0.19 0.06
H -2.3683 2.8223 5.7768 -0.02 -0.06 0.24
H -2.6987 2.3628 4.0857 0.07 -0.19 0.01
H -1.2289 3.2879 4.5068 0.06 -0.05 0.05
C 1.8599 -1.4089 -2.3399 -0.07 -0.12 -0.06
C 1.4301 -0.3252 -3.2725 0.00 0.04 -0.14
C 2.0248 -0.1844 -4.5210 0.04 0.02 0.07
C 1.6176 0.8000 -5.4042 -0.04 0.09 -0.04
C 0.6030 1.6768 -5.0555 0.13 -0.03 -0.01
C 0.0084 1.5680 -3.8114 -0.36 0.22 0.02
C 0.4065 0.5591 -2.9513 -0.04 0.00 0.59
Sb -0.6611 0.2866 -1.1177 -1.01 -0.71 -0.67
C -1.5565 -1.6800 -1.3669 0.47 0.68 0.05
C -2.2320 -1.8970 -2.5634 0.18 0.11 0.09
C -2.8656 -3.1094 -2.7825 -0.01 0.12 -0.05
C -2.8321 -4.0846 -1.8000 0.03 -0.07 0.01
C -2.1423 -3.8669 -0.6191 0.08 0.18 0.20
C -1.4828 -2.6616 -0.3789 -0.10 0.21 -0.26
C -0.6562 -2.5219 0.8680 0.12 -0.16 -0.17
C 1.5900 0.6913 1.1580 -0.87 -0.21 0.13
C 2.0543 -0.1089 2.2053 -0.02 -0.34 0.22
C 3.2343 0.2287 2.8603 -0.10 -0.16 -0.14
C 3.9723 1.3129 2.4116 0.01 -0.17 0.14
C 3.5506 2.0451 1.3174 -0.28 -0.11 -0.19
C 2.3630 1.7374 0.6503 0.08 0.26 -0.19
C 1.9790 2.5115 -0.5699 -0.10 0.12 -0.08
H 2.8244 -1.8087 -2.6426 0.05 -0.05 0.15
H 1.1328 -2.2219 -2.3669 0.00 -0.14 0.09
H 1.9344 -1.0401 -1.3126 0.12 -0.05 0.11
H 2.8265 -0.8512 -4.7983 0.10 -0.11 -0.03
H 2.1050 0.8950 -6.3628 0.01 -0.03 -0.09
H 0.2811 2.4430 -5.7412 -0.02 0.12 -0.07
H -0.7755 2.2603 -3.5242 0.13 -0.04 -0.12
H -2.2579 -1.1181 -3.3198 -0.05 -0.10 -0.01
H -3.3834 -3.2812 -3.7138 -0.08 -0.03 -0.04
H -3.3401 -5.0253 -1.9531 0.00 -0.06 -0.02
H -2.0976 -4.6419 0.1330 -0.05 -0.10 0.03
H -1.0527 -3.1594 1.6560 0.06 0.14 0.17
H -0.6412 -1.4668 1.2603 -0.01 -0.66 -0.20
H 0.3727 -2.8259 0.6622 0.07 0.18 0.17
H 1.5475 -1.0352 2.5035 -0.03 0.32 0.02
H 3.5800 -0.3811 3.6802 0.09 -0.05 0.05
H 4.9039 1.5644 2.8947 0.06 0.05 0.09
H 4.1475 2.8720 0.9604 0.03 0.06 -0.03
H 2.5445 3.4380 -0.6271 -0.01 0.06 -0.04
H 0.9106 2.7624 -0.5806 0.23 0.00 -0.05
H 2.2101 1.9256 -1.4642 -0.06 0.09 0.00
```
Positions in Å, forces in eV/Å.

The net charge is +2. Its total energy is -84593.470 eV. The spin multiplicity is 2. As for the gap between HOMO and LUMO (spin up / spin down): 5.2020 / 6.1308 eV. The value obtained for the HOMO energy (spin up / spin down) is -14.10 / -14.09 eV.


[2]
ClH3OSi as an isolated structure. Source: the OMol25 dataset; level of theory: ωB97M-V with the def2-TZVPD basis set.

```
6
Properties=species:S:1:pos:R:3:forces:R:3
O 0.5870 -1.4757 0.1551 -5.27 2.53 -2.52
Si -0.3483 0.5240 -0.2326 3.53 -4.24 1.85
Cl -2.2599 0.2005 0.2517 -0.24 0.22 -0.35
H 1.3751 -1.2284 0.5212 3.36 1.07 1.59
H 0.1928 0.8334 -1.5636 -0.73 0.13 -0.09
H 0.4533 1.1463 0.8682 -0.65 0.30 -0.48
```
Positions in Å, forces in eV/Å.

The calculation puts the energy relative to the best compared isomer or geometry (same formula, charge and spin) at 251.2 kJ/mol. Its total energy is -22495.906 eV. As for the gap between HOMO and LUMO: 10.0626 eV. The value obtained for the HOMO energy is -9.99 eV.


[3]
C24H37F15InO3SSn as an isolated structure. Source: the OMol25 dataset; level of theory: ωB97M-V with the def2-TZVPD basis set.

```
82
Properties=species:S:1:pos:R:3:forces:R:3
C 1.4720 6.0538 1.5327 0.60 0.15 0.26
C 2.3599 5.4787 0.4414 -0.41 -0.17 -0.41
C 1.6772 4.4921 -0.5450 0.04 0.77 0.23
C 0.2875 4.0042 -0.1751 0.01 -0.81 0.08
C 0.1987 2.9654 0.9696 0.26 0.33 -0.12
C 1.5156 2.3233 1.3790 -0.40 -0.59 0.10
C 1.9957 1.2385 0.4045 0.52 0.03 0.67
C 3.5221 1.2043 0.3011 -0.38 0.27 -0.56
C 4.0684 0.4280 -0.8923 0.40 0.03 0.45
C 3.9419 -1.0829 -0.7595 -0.42 -0.14 0.26
C 2.5624 -1.6557 -1.0947 -0.08 0.62 -0.26
C 1.9151 -1.1160 -2.3797 0.52 -0.42 -0.05
C 1.2653 -2.1837 -3.2557 -0.45 0.42 0.25
C 0.3690 -3.1608 -2.4919 -0.44 0.05 -0.30
C -1.1113 -2.9845 -2.7550 0.85 -0.42 0.37
In -1.8228 -1.2551 -1.5040 -0.28 0.86 -0.10
C -0.9711 -1.3448 0.5488 -0.11 -0.75 -0.06
C -1.3209 -2.6873 1.1798 -0.33 0.38 -0.14
C -1.0378 -2.8253 2.6655 -0.41 0.71 0.01
F -1.4775 -1.7153 3.3293 0.15 -0.41 -0.15
F -1.6780 -3.8863 3.2202 0.51 0.06 -0.21
C 0.4679 -2.8804 3.0376 0.31 0.65 1.26
F 1.0620 -1.7019 2.7398 -0.36 -1.00 0.20
F 0.6418 -3.1304 4.3573 -0.03 0.07 -1.30
S 1.4427 -4.1790 2.0719 0.01 0.51 1.11
F 1.6453 -5.1988 3.2346 -0.02 -0.09 -0.06
F 2.8329 -3.5522 2.4271 0.13 0.05 -0.11
F 1.4053 -3.3395 0.7573 -0.13 0.00 -0.05
F 0.2072 -5.0125 1.6046 -0.12 -0.34 -0.13
F 2.3576 -5.2952 1.0749 0.53 -0.64 0.24
C -4.0919 -1.5863 -1.1669 0.33 0.32 0.42
O -4.4469 -2.5474 -0.5476 0.00 0.09 -0.32
C -5.1853 -0.5801 -1.7252 0.22 -0.65 0.41
F -6.1084 -1.3055 -2.3658 -0.39 -0.16 -0.09
F -4.6214 0.2471 -2.6145 0.11 0.21 -0.21
C -5.8616 0.2449 -0.5982 0.30 0.00 -0.19
F -7.0982 0.5662 -0.9791 -0.16 0.20 0.03
F -5.9410 -0.5042 0.5250 -0.05 -0.04 0.00
C -5.0532 1.5254 -0.2454 -0.81 -0.03 0.26
F -5.3676 2.4943 -1.1176 0.19 0.10 -0.05
F -3.7442 1.2435 -0.3133 0.22 -0.01 -0.10
C -5.3594 1.9665 1.2010 0.91 -0.06 0.76
O -4.5529 1.8023 2.0811 -0.63 0.13 -0.57
O -6.5636 2.5052 1.3470 0.18 -0.18 -0.29
H 0.9011 5.3090 2.0706 -0.23 -0.17 0.02
H 0.8251 6.8325 1.1535 -0.42 0.02 -0.15
H 2.1087 6.5398 2.2663 0.08 0.13 0.19
H 3.2441 5.0175 0.8656 0.15 -0.14 0.25
H 2.7131 6.3193 -0.1445 0.31 0.17 -0.10
H 1.5784 5.0041 -1.4965 -0.01 0.07 -0.27
H 2.3502 3.6625 -0.7301 0.04 -0.29 -0.06
H -0.3761 4.8283 0.0526 -0.06 0.33 0.01
H -0.1259 3.5421 -1.0666 -0.12 -0.06 -0.24
H -0.4679 2.1686 0.6503 -0.26 -0.18 0.06
H -0.2528 3.4107 1.8505 -0.13 0.12 0.13
H 1.3403 1.8334 2.3338 0.05 -0.03 0.29
H 2.2969 3.0467 1.5739 0.14 0.33 -0.13
H 1.6858 0.2862 0.8264 -0.29 -0.23 -0.14
H 1.5197 1.3320 -0.5668 0.01 0.17 -0.29
H 3.9332 0.8363 1.2367 0.17 -0.16 0.19
H 3.8749 2.2276 0.2022 0.07 0.25 0.02
H 3.6094 0.8224 -1.7920 -0.12 -0.06 -0.27
H 5.1263 0.6602 -0.9734 0.23 0.06 -0.06
H 4.1291 -1.3076 0.2909 0.18 -0.15 0.20
H 4.7177 -1.6124 -1.3027 0.15 0.05 -0.43
H 2.6064 -2.7407 -1.1593 0.23 -0.38 -0.03
H 1.9096 -1.4320 -0.2587 -0.08 -0.06 0.00
H 2.6867 -0.6349 -2.9691 0.09 0.20 -0.24
H 1.1936 -0.3413 -2.1483 -0.21 0.20 0.16
H 0.6232 -1.6685 -3.9639 -0.06 0.09 -0.29
H 2.0000 -2.6926 -3.8660 0.33 -0.27 0.07
H 0.6197 -4.1864 -2.8002 0.31 -0.61 -0.04
H 0.5352 -3.1290 -1.4177 0.15 0.02 0.03
H -1.6356 -3.8602 -2.3837 -0.51 0.05 0.38
H -1.3751 -2.8751 -3.7993 0.05 0.31 -0.23
H -1.6509 0.3251 -2.2587 -0.01 -0.33 -0.25
H 0.1054 -1.2282 0.4998 0.10 0.17 -0.26
H -1.3758 -0.4930 1.0803 -0.27 0.14 0.10
H -0.8113 -3.4601 0.6183 -0.28 -0.12 0.06
H -2.3833 -2.8877 1.0815 -0.30 -0.07 0.11
H -6.6430 2.6943 2.2919 -0.21 0.15 0.19
Sn 3.0655 -6.2214 -0.7520 -0.16 0.19 -0.52
```
Positions in Å, forces in eV/Å.

The net charge is +1. The calculation puts the energy relative to the best compared isomer or geometry (same formula, charge and spin) at 0.0 kJ/mol. Its total energy is -94216.399 eV. As for the gap between HOMO and LUMO: 2.0358 eV. The value obtained for the HOMO energy is -9.84 eV.


[4]
A 2-piece molecular cluster, C3H8O overall. Source: the OMol25 dataset; level of theory: ωB97M-V with the def2-TZVPD basis set.

```
12
Properties=species:S:1:pos:R:3:forces:R:3
H 1.6383 -2.8750 -0.4963 0.04 -0.01 -0.01
H 1.8910 -2.2379 -0.2029 -0.05 -0.11 -0.04
C -1.5240 0.5537 0.0347 -0.06 0.02 0.04
C -0.0861 0.3782 -0.4595 0.05 -0.08 -0.06
C 0.9263 0.5481 0.6466 0.25 -0.13 0.02
O 1.8762 -0.1709 0.8465 -0.43 0.36 -0.08
H -1.6275 1.4635 0.6377 0.02 -0.12 -0.10
H -1.8408 -0.2948 0.6492 0.07 0.12 -0.07
H -2.2156 0.6353 -0.8086 0.10 -0.03 0.13
H 0.0686 -0.5923 -0.9408 0.00 0.15 0.07
H 0.1395 1.1565 -1.2031 0.00 -0.08 0.11
H 0.7541 1.4355 1.2965 0.01 -0.08 -0.02
```
Positions in Å, forces in eV/Å.

The calculation puts the energy relative to the best compared isomer or geometry (same formula, charge and spin) at 116.0 kJ/mol. Its total energy is -5286.948 eV. As for the gap between HOMO and LUMO: 10.8809 eV. The value obtained for the HOMO energy is -9.90 eV. The SMILES is [H][H].CCC=O.


[5]
One molecule with the formula C5H6O. Source: the OMol25 dataset; level of theory: ωB97M-V with the def2-TZVPD basis set.

```
12
Properties=species:S:1:pos:R:3:forces:R:3
C -2.8421 0.4282 0.1224 0.05 0.03 -0.01
C -1.5595 0.5498 -0.1287 0.23 0.03 -0.01
C -0.3060 0.6479 -0.3457 -0.19 -0.01 0.13
C 1.0064 0.6334 -0.4472 -0.16 -0.02 -0.06
C 1.8077 -0.3414 0.3872 0.04 0.27 0.23
O 1.9502 -1.5766 -0.2881 -0.14 -0.20 -0.08
H -3.5972 1.0045 -0.4073 0.18 -0.09 0.02
H -3.1862 -0.2632 0.8890 0.06 0.13 -0.11
H 1.5319 1.2290 -1.1929 -0.17 -0.05 0.12
H 1.3161 -0.4719 1.3617 0.07 -0.02 -0.16
H 2.8224 0.0260 0.5648 -0.16 0.00 -0.06
H 1.0564 -1.8656 -0.5151 0.19 -0.06 -0.02
```
Positions in Å, forces in eV/Å.

The calculation puts the energy relative to the best compared isomer or geometry (same formula, charge and spin) at 258.9 kJ/mol. Its total energy is -7326.602 eV. As for the gap between HOMO and LUMO: 9.3234 eV. The value obtained for the HOMO energy is -9.18 eV. The SMILES is C=C=C=CCO.


[6]
InNO3 as an isolated structure. Source: the OMol25 dataset; level of theory: ωB97M-V with the def2-TZVPD basis set.

```
5
Properties=species:S:1:pos:R:3:forces:R:3
In -19.3942 19.0759 -13.4354 0.47 -0.53 -0.19
N -21.5419 22.3627 -12.1989 -0.95 1.20 -0.34
O -22.6920 22.7419 -12.3254 1.73 -0.56 0.41
O -20.6371 23.0940 -11.8275 -0.51 0.16 0.12
O -21.1662 21.2459 -12.4968 -0.74 -0.28 0.00
```
Positions in Å, forces in eV/Å.

The net charge is +2. The calculation puts the energy relative to the best compared isomer or geometry (same formula, charge and spin) at 101.3 kJ/mol. Its total energy is -12775.680 eV. As for the gap between HOMO and LUMO: 4.0334 eV. The value obtained for the HOMO energy is -21.53 eV.


[7]
One molecule with the formula C3H3NO. Source: the OMol25 dataset; level of theory: ωB97M-V with the def2-TZVPD basis set.

```
8
Properties=species:S:1:pos:R:3:forces:R:3
C -0.8169 0.5645 -0.0009 0.94 2.86 0.39
C -0.0051 -0.6693 -0.1138 0.58 -0.26 0.53
O -0.5178 -1.7382 0.0175 0.39 -0.70 -0.41
C 1.5234 -0.5189 -0.1198 5.00 1.23 0.82
N 2.7006 -0.2936 0.0370 -6.14 -1.25 -0.93
H -1.7414 0.5066 -0.6538 0.90 -0.09 1.36
H -0.9443 0.6304 1.1830 -0.35 0.18 -2.63
H -0.1986 1.5185 -0.3491 -1.32 -1.97 0.87
```
Positions in Å, forces in eV/Å.

The calculation puts the energy relative to the best compared isomer or geometry (same formula, charge and spin) at 94.0 kJ/mol. Its total energy is -6695.518 eV. As for the gap between HOMO and LUMO: 10.8245 eV. The value obtained for the HOMO energy is -11.27 eV. The SMILES is CC(=O)C#N.


[8]
A 3-piece molecular cluster, C4H10O4 overall. Source: the OMol25 dataset; level of theory: ωB97M-V with the def2-TZVPD basis set.

```
18
Properties=species:S:1:pos:R:3:forces:R:3
C 1.8543 0.4683 0.7463 -1.79 -2.85 -1.35
C 1.1894 -0.5085 -0.1082 2.81 -0.47 3.03
C 0.5958 0.0379 -1.5403 -1.40 -0.16 -1.70
O -0.0535 -0.9337 -2.2132 1.81 1.23 0.82
C 1.0517 1.5372 1.2486 -2.27 3.46 -0.32
O -0.1638 1.7455 1.1110 2.03 -1.11 -0.07
H -0.0554 0.8818 -1.2933 -0.03 -0.01 0.44
H 2.8774 0.4937 1.1133 0.11 -0.30 -0.60
H 1.8210 -1.3978 -0.3048 -0.16 0.72 -0.24
H 0.3124 -0.8783 0.4785 -0.80 0.61 -0.33
H 1.5046 0.3714 -2.0167 0.32 -0.05 -0.46
H 1.5845 2.4294 1.5785 0.63 -0.09 0.66
H -1.7745 -0.8689 0.6711 -0.44 -0.11 -0.56
H -1.1650 0.3612 1.4505 -0.91 -0.61 0.02
O -1.6406 -0.4807 1.5709 1.08 0.79 2.06
H -0.9065 -1.0986 -1.5403 -1.66 -0.73 0.39
H -2.6349 -1.7092 -1.0260 0.36 0.12 0.13
O -1.8525 -1.2907 -0.6429 0.33 -0.43 -1.89
```
Positions in Å, forces in eV/Å.

The calculation puts the energy relative to the best compared isomer or geometry (same formula, charge and spin) at 616.3 kJ/mol. Its total energy is -12494.219 eV. As for the gap between HOMO and LUMO: 4.7209 eV. The value obtained for the HOMO energy is -9.06 eV.